1.
This record from OMol25 describes a structure of composition C25H30Cl2N2ReSi2 at a distorted geometry. The level of theory is ωB97M-V/def2-TZVPD.

Output
HOMO level (spin up / spin down)   -0.294 / -0.279 Eh
Frontier orbital gap (spin up / spin down)   0.274 / 0.268 Eh
Total energy   -2657.74835 Ha
2S+1   2

Last column: Mulliken spin population.
CARTESIAN COORDINATES (ANGSTROEM)
Re (-0.04252, -0.53723, 0.05428)  1.184
C (2.00247, 2.33279, -1.41746)  0.023
Si (0.81080, 1.94565, -0.01004)  -0.138
C (1.72052, 2.42172, 1.58110)  0.010
C (-0.50648, 3.26781, -0.17254)  0.012
C (-0.23574, 4.64377, -0.24939)  0.001
C (-1.26245, 5.56416, -0.34445)  0.000
C (-2.58645, 5.12278, -0.36014)  0.000
C (-2.86047, 3.76968, -0.28465)  -0.001
C (-1.82239, 2.82775, -0.19278)  -0.005
Si (-2.12859, 0.96957, -0.10843)  0.049
C (-3.18548, 0.78821, 1.43416)  -0.015
C (-3.18451, 0.70457, -1.65194)  0.000
H (2.08837, 3.42129, -1.47859)  0.001
H (1.63876, 1.98060, -2.38555)  -0.004
H (3.00550, 1.92725, -1.26759)  -0.001
H (1.61511, 3.50414, 1.68755)  -0.001
H (2.78989, 2.19767, 1.54828)  0.000
H (1.29466, 1.96561, 2.47911)  0.004
H (0.79038, 5.00306, -0.23584)  0.000
H (-1.04230, 6.62337, -0.40734)  0.000
H (-3.39625, 5.83936, -0.43209)  0.000
H (-3.89681, 3.44344, -0.29814)  0.000
H (-4.03634, 1.47223, 1.34746)  -0.003
H (-2.60803, 1.08652, 2.31306)  -0.003
H (-3.57634, -0.21497, 1.60391)  -0.002
H (-3.97357, 1.46168, -1.65825)  0.000
H (-3.65896, -0.27258, -1.74253)  0.002
H (-2.57672, 0.86634, -2.54694)  -0.001
Cl (0.85037, -2.47544, 1.66738)  -0.022
C (0.69983, -2.52965, -0.15829)  -0.067
H (0.06817, -3.37477, -0.40360)  0.023
H (1.69044, -2.68269, -0.57361)  0.012
N (4.20483, -0.56385, 0.83309)  -0.002
C (2.91935, -0.30471, 1.13271)  -0.029
N (2.13998, -0.33067, 0.07819)  -0.025
C (2.98355, -0.64094, -1.00145)  -0.035
C (2.68947, -0.81031, -2.35148)  0.038
C (3.73619, -1.12150, -3.19342)  0.013
C (5.05043, -1.26535, -2.71129)  0.000
C (5.34910, -1.10192, -1.37446)  0.000
C (4.28296, -0.78592, -0.53696)  -0.001
H (4.96041, -0.58020, 1.49420)  -0.001
H (2.58913, -0.09040, 2.13425)  -0.003
H (1.67339, -0.70850, -2.70951)  -0.014
H (3.54529, -1.25914, -4.24967)  0.000
H (5.84363, -1.51301, -3.40436)  0.000
H (6.35881, -1.21632, -1.00228)  0.000
Cl (-2.82925, -6.38235, 3.61385)  0.000
C (-2.55816, -5.02900, 2.54541)  -0.001
C (-2.44629, -3.75426, 3.07631)  -0.009
C (-2.21289, -2.68569, 2.22882)  -0.024
C (-2.09640, -2.85518, 0.84703)  0.002
C (-1.90196, -1.67722, -0.07417)  0.044
C (-2.23413, -4.14874, 0.34887)  0.006
C (-2.45684, -5.23810, 1.18428)  0.002
H (-2.52623, -3.60603, 4.14529)  0.000
H (-2.10416, -1.69533, 2.65181)  -0.001
H (-2.84257, -1.14328, 0.02063)  -0.024
H (-1.87076, -2.00603, -1.12151)  0.003
H (-2.17243, -4.31292, -0.72169)  0.001
H (-2.55931, -6.23681, 0.78141)  0.000


2.
This record from OMol25 describes a structure of composition C25H30F3GaIN4O2 at a distorted geometry. The level of theory is ωB97M-V/def2-TZVPD.

Output
HOMO level   -0.184 Eh
Frontier orbital gap   0.250 Eh
Charge   -1
Total energy   -3862.12086 Ha
2S+1   1

Last column: Mulliken charge in e.
CARTESIAN COORDINATES (ANGSTROEM)
O (1.31948, 4.63126, 6.88577)  -0.724
Ga (0.21406, 3.35256, 5.93908)  0.300
C (-1.71520, 4.08392, 6.04831)  -0.728
C (-2.85472, 3.16934, 5.30558)  -0.457
C (-2.47846, 2.70274, 3.77582)  -0.613
I (-4.34091, 2.58202, 2.56136)  -0.101
C (1.00103, 3.22253, 4.03273)  -0.371
O (2.13317, 2.28382, 3.97773)  -0.293
C (1.74391, 0.96586, 3.45216)  0.703
F (1.35269, 0.99374, 1.99379)  -0.235
F (2.99528, 0.12211, 3.48995)  -0.271
F (0.66727, 0.29224, 4.24491)  -0.221
H (0.89116, 4.85805, 7.77044)  0.205
H (0.42308, 1.95836, 6.75575)  -0.231
H (-1.83902, 5.19581, 5.65845)  0.254
H (-2.01546, 4.11240, 7.20347)  0.246
H (-3.19921, 2.24378, 5.94933)  0.220
H (-3.82102, 3.86280, 5.20629)  0.314
H (-1.87723, 3.61479, 3.29523)  0.276
H (-1.87324, 1.70008, 3.75455)  0.319
H (1.44480, 4.29412, 3.74993)  0.260
H (0.23490, 2.96405, 3.18576)  0.173
N (-4.18420, 2.76770, -0.93393)  -0.361
C (-5.42671, 3.11384, -1.33606)  -0.250
C (-6.03324, 2.61704, -2.47863)  -0.374
C (-5.32274, 1.71261, -3.26075)  -0.236
C (-4.04011, 1.33815, -2.87377)  -0.353
C (-3.51966, 1.88646, -1.71256)  -0.244
H (-5.93910, 3.82475, -0.69441)  0.359
H (-7.03504, 2.92809, -2.75229)  0.347
H (-5.76481, 1.30270, -4.16418)  0.352
H (-3.46025, 0.63587, -3.46184)  0.377
H (-2.52413, 1.62283, -1.36656)  0.378
N (-2.25518, -1.37626, -0.30802)  -0.397
C (-0.92957, -1.11760, -0.27323)  -0.635
C (-0.01549, -1.65736, -1.16388)  -0.426
C (-0.48644, -2.51859, -2.14927)  0.055
C (-1.84619, -2.80588, -2.20967)  -0.451
C (-2.68297, -2.21455, -1.27690)  -0.431
H (-0.61074, -0.44260, 0.51568)  0.674
H (1.03807, -1.41256, -1.09074)  0.476
H (0.20025, -2.96208, -2.86440)  0.475
H (-2.24458, -3.47350, -2.96520)  0.392
H (-3.75262, -2.40449, -1.28483)  0.351
N (6.25625, -1.04140, 0.63277)  -0.554
C (5.10233, -0.47731, 1.05184)  -0.230
C (4.05120, -0.15522, 0.20831)  -0.194
C (4.19084, -0.42340, -1.14929)  -0.427
C (5.36827, -1.00222, -1.61162)  -0.434
C (6.36196, -1.29163, -0.69036)  -0.245
H (5.04278, -0.28452, 2.11905)  0.485
H (3.14587, 0.29423, 0.60026)  0.379
H (3.38883, -0.18364, -1.84135)  0.470
H (5.50828, -1.22316, -2.66369)  0.384
H (7.29792, -1.74719, -1.00139)  0.346
N (1.04482, -4.52626, -4.37302)  -0.263
C (2.37043, -4.26760, -4.33823)  -0.091
C (3.28451, -4.80736, -5.22888)  -0.665
C (2.81356, -5.66859, -6.21427)  -0.115
C (1.45381, -5.95588, -6.27467)  -0.561
C (0.61703, -5.36455, -5.34190)  -0.216
H (2.68926, -3.59260, -3.54932)  0.426
H (4.33807, -4.56256, -5.15574)  0.333
H (3.50025, -6.11208, -6.92940)  0.363
H (1.05542, -6.62350, -7.03020)  0.345
H (-0.45262, -5.55449, -5.34983)  0.360


3.
This record from OMol25 describes a cluster of 6 separate species, C25H30F5N2O18 in total at a distorted geometry. The level of theory is ωB97M-V/def2-TZVPD.

Output
HOMO level   -0.462 Eh
Frontier orbital gap   0.282 Eh
Charge   +1
Total energy   -2933.24842 Ha
2S+1   1

Last column: Mulliken charge in e.
CARTESIAN COORDINATES (ANGSTROEM)
C (3.63461, 0.37212, 0.89915)  -0.914
C (3.74196, 0.15647, 2.52025)  0.248
O (4.51485, 1.27551, 3.08913)  -0.531
C (2.30242, 0.04889, 3.30418)  -0.835
C (1.01262, -0.26575, 2.33150)  0.608
C (0.88617, -1.82079, 1.72598)  -0.558
C (-0.47607, -1.99626, 0.80696)  0.024
C (-1.48266, -0.74766, 0.53474)  -0.285
N (-1.19009, 0.56017, 1.16503)  -0.890
N (-0.09030, 0.66745, 1.94430)  0.905
C (0.06015, 2.07384, 2.57711)  -0.885
C (1.25673, 2.96258, 1.89499)  0.696
C (1.07420, 3.26329, 0.29336)  0.339
O (2.21774, 3.51392, -0.40150)  -0.459
O (-0.19384, 3.33608, -0.44910)  -0.438
H (2.72602, 1.01505, 0.53865)  0.051
H (3.70931, -0.64500, 0.27930)  0.326
H (4.61003, 0.98250, 0.58134)  0.302
H (4.40157, -0.82220, 2.68874)  0.299
H (4.35233, 1.21544, 4.07957)  0.348
H (2.39676, -0.89684, 4.02705)  0.423
H (2.17741, 0.97361, 4.00861)  0.383
H (1.66775, -2.66883, 1.93982)  0.381
H (-0.72116, -3.03754, 0.30709)  0.236
H (-2.44130, -0.94841, -0.14006)  0.374
H (-0.94332, 2.70467, 2.44014)  0.344
H (0.20527, 1.97216, 3.75048)  0.429
H (2.34143, 2.55033, 2.07002)  -0.022
H (1.22835, 4.02613, 2.43634)  -0.323
H (-0.06100, 2.75059, -1.25383)  0.346
C (-4.12997, -2.67512, -1.75743)  -0.338
C (-5.04998, -3.83849, -1.60959)  0.301
O (-4.17714, -4.94391, -1.55415)  -0.328
C (-3.02563, -4.45946, -1.01007)  0.610
O (-2.13803, -5.15926, -0.55147)  -0.611
O (-2.98965, -3.09212, -1.03373)  -0.035
F (-5.83762, -3.97208, -2.70020)  -0.295
H (-3.84966, -2.48640, -2.79916)  0.042
H (-4.54847, -1.75760, -1.33504)  0.374
H (-5.66689, -3.81075, -0.70506)  0.303
C (-1.63261, -0.77696, -6.14496)  -0.451
C (-0.71496, -1.47154, -5.19776)  0.287
O (-1.15777, -1.03747, -3.93191)  -0.210
C (-2.48806, -0.78735, -4.08826)  0.669
O (-3.27352, -0.65861, -3.16394)  -0.560
O (-2.83699, -0.70590, -5.40852)  -0.298
F (0.55988, -1.05534, -5.36874)  -0.262
H (-1.29833, 0.23612, -6.39257)  0.303
H (-1.77334, -1.33669, -7.07356)  0.284
H (-0.76052, -2.56462, -5.24886)  0.263
C (0.35609, 7.79932, 4.43825)  -0.444
C (1.47406, 7.13969, 3.70564)  0.377
O (1.81382, 6.05095, 4.53395)  -0.282
C (0.65812, 5.71891, 5.17487)  0.709
O (0.47996, 4.66507, 5.76271)  -0.550
O (-0.28100, 6.70834, 5.07215)  -0.301
F (2.54509, 7.96019, 3.62008)  -0.295
H (0.70619, 8.50637, 5.19779)  0.287
H (-0.33233, 8.31879, 3.76621)  0.286
H (1.20378, 6.77399, 2.70927)  0.238
C (3.93158, 4.10689, -3.23510)  -0.204
C (5.27365, 3.56751, -3.59514)  0.303
O (5.08753, 3.06370, -4.89837)  -0.292
C (4.10293, 3.83482, -5.43931)  0.617
O (3.85328, 3.88872, -6.63206)  -0.533
O (3.43344, 4.54730, -4.48243)  -0.312
F (5.61325, 2.53943, -2.78558)  -0.271
H (3.26293, 3.34151, -2.82707)  0.179
H (3.99322, 4.93446, -2.52325)  0.233
H (6.07197, 4.31729, -3.60078)  0.274
C (-3.46803, -8.08192, 0.51635)  0.144
C (-4.80542, -8.06500, 1.17423)  0.345
O (-4.71365, -9.09341, 2.13383)  -0.315
C (-3.39468, -9.14632, 2.47176)  0.634
O (-2.96395, -9.71484, 3.46127)  -0.527
O (-2.61297, -8.47743, 1.57010)  -0.311
F (-5.77966, -8.38893, 0.29469)  -0.286
H (-3.40486, -8.81341, -0.29625)  0.260
H (-3.18322, -7.10046, 0.12775)  -0.239
H (-5.04979, -7.11951, 1.67006)  0.307


Which of these has the lowest total energy? C25H30F3GaIN4O2


What is the formula in the third record? C25H30F5N2O18


What is the formula in the third record? C25H30F5N2O18


The lowest total energy belongs to which entry? C25H30F3GaIN4O2